[1]
Here is 3 unconnected molecules or ions with the total composition C4H13NO3 in a non-equilibrium geometry from the OMol25 dataset. Energies are from wB97M-V/def2-TZVPD.

Positions of all 21 atoms, in Å:
O -1.09964 -2.79116 -5.64289
O 1.18449 -0.41987 4.06231
O 0.42498 -0.87810 -1.87297
N 0.51745 1.41869 0.23301
C 0.37197 -0.85413 3.28686
C 0.37168 -0.53238 1.81395
C -0.86547 1.82589 0.06821
C 0.80225 0.90948 1.56986
H -1.16286 2.71183 0.64303
H -0.49443 -3.04084 -4.93961
H -0.64355 -0.72878 1.47454
H 0.60238 -0.18618 -2.52338
H -1.07981 2.10600 -0.96904
H 1.09021 2.19583 0.04657
H -1.73091 -2.11463 -5.41477
H 1.88491 0.95257 1.68026
H -1.58311 1.04054 0.31096
H 0.41336 1.56016 2.36345
H 1.01665 -1.21284 1.25313
H -0.34298 -1.62356 3.62790
H 0.32241 -0.33853 -1.07140

Results
Energy above the lowest of the compared OMol25 structures with the same formula, charge and spin, kcal/mol: 43.1
F_max, Eh/bohr: 0.0386
Multiplicity: 1
Electronic energy, eV: -11990.6020
Structure (SMILES): CNCCC=O.O.O



[2]
Here is 3 unconnected molecules or ions with the total composition C4H13NO3 in a non-equilibrium geometry from the OMol25 dataset. Energies are from wB97M-V/def2-TZVPD.

Positions of all 21 atoms, in Å:
O 2.41548 0.70505 -0.84513
O -0.36761 0.20497 0.47411
O 3.27558 4.24631 -0.70386
N -1.38152 -1.47700 1.53889
C -0.87020 -0.90346 0.42537
C -0.50979 -0.95554 -2.12710
C -1.57360 -0.68089 2.73434
C -0.96747 -1.68386 -0.83798
H -1.90733 -2.34059 1.45848
H 2.57787 4.05964 -0.05631
H -0.33321 -2.55755 -0.77502
H 2.99789 5.05917 -1.13627
H -0.29015 0.09210 -1.97634
H 0.41259 -1.41287 -2.45931
H -1.81617 0.34742 2.45197
H -1.26718 -1.15137 -2.88262
H -0.61413 -0.55311 3.25482
H 2.67206 1.63099 -0.86348
H 1.75734 0.61957 -0.13751
H -1.96331 -2.07797 -0.95845
H -2.24712 -1.17102 3.42137

Results
Energy above the lowest of the compared OMol25 structures with the same formula, charge and spin, kcal/mol: 15.7
F_max, Eh/bohr: 0.0287
Multiplicity: 1
Electronic energy, eV: -11991.7899
Structure (SMILES): CCC(=O)NC.O.O



[3]
Here is 2 unconnected molecules or ions with the total composition C4H13NO3 in a non-equilibrium geometry from the OMol25 dataset. Energies are from wB97M-V/def2-TZVPD.

Positions of all 21 atoms, in Å:
O -3.09145 -2.37293 -0.46685
O 3.19073 0.23394 1.07986
O -0.47540 1.51085 1.26989
N -1.02535 -0.72869 -1.50063
C -0.90344 1.17755 -0.01461
C 1.20012 -0.02085 -0.59852
C 1.87292 0.71352 0.74429
C -0.23311 -0.16522 -0.27670
H 3.73763 0.26069 0.34767
H -0.63379 -0.19549 -2.35302
H -2.36204 -2.91313 -0.87096
H 1.36644 0.42045 1.66487
H -2.00726 0.94994 0.07680
H -0.74312 2.02093 -0.61689
H 1.39239 0.66295 -1.50177
H 1.81849 1.84666 0.49321
H 1.69613 -0.93606 -0.60603
H -1.12001 2.01949 1.80605
H -0.94166 -1.68224 -1.61662
H -0.40801 -0.62809 0.71500
H -3.22759 -1.93020 -1.22396

Results
Energy above the lowest of the compared OMol25 structures with the same formula, charge and spin, kcal/mol: 85.1
F_max, Eh/bohr: 0.1082
Multiplicity: 1
Electronic energy, eV: -11988.7831
Structure (SMILES): N[C@H](CO)CCO.O



[4]
Here is 2 unconnected molecules or ions with the total composition C4H13NO3 in a non-equilibrium geometry from the OMol25 dataset. Energies are from wB97M-V/def2-TZVPD.

Positions of all 21 atoms, in Å:
O -0.10425 2.22318 -0.67142
O 2.33434 -1.74003 0.07493
O -1.91357 -1.37230 2.50407
N 1.56436 0.36371 -1.68626
C 0.67922 -0.11999 -0.63062
C -0.37797 0.92822 -0.15231
C 1.51518 -0.65868 0.51545
C -1.82929 0.47053 -0.44951
H -2.07073 -2.19955 2.98136
H 1.22158 0.22948 -2.62497
H 2.11324 0.14667 0.91133
H 0.11508 -0.92253 -1.08456
H 1.76506 1.35462 -1.61141
H 0.84408 -1.09893 1.22946
H 3.01453 -1.38937 -0.51931
H -1.85840 -0.49136 -0.94078
H -2.32113 0.37368 0.51552
H -2.37987 1.29697 -0.88857
H -0.44342 2.28773 -1.57011
H -1.61112 -0.74368 3.17552
H -0.25693 1.06165 0.92218

Results
Energy above the lowest of the compared OMol25 structures with the same formula, charge and spin, kcal/mol: 39.8
F_max, Eh/bohr: 0.0333
Multiplicity: 1
Electronic energy, eV: -11990.7452
Structure (SMILES): C[C@H](O)[C@@H](N)CO.O



[5]
Here is 3 unconnected molecules or ions with the total composition C4H13NO3 in a non-equilibrium geometry from the OMol25 dataset. Energies are from wB97M-V/def2-TZVPD.

Positions of all 21 atoms, in Å:
O 0.39480 -1.87453 -1.37008
O 1.96067 1.88916 -0.55400
O -0.59511 1.99885 1.91550
N 0.15985 -1.14879 0.76736
C -0.19757 -1.17456 -0.58913
C -1.35137 -0.26482 -0.96284
C -0.98295 1.08012 -1.59113
C 0.96086 -2.24908 1.31359
H -1.94869 -0.83839 -1.66999
H -1.78467 1.80446 -1.49010
H 1.86196 0.93459 -0.45449
H -1.99843 -0.12569 -0.10278
H -0.71500 0.89417 -2.62792
H 0.44759 -2.65561 2.18410
H -1.15156 2.36628 1.22072
H 2.69899 2.08621 0.03612
H -0.10930 1.59282 -1.15940
H -0.47077 -0.65930 1.39323
H 1.94171 -1.85601 1.60118
H 1.11296 -2.97563 0.56894
H -0.23398 1.17574 1.57112

Results
Energy above the lowest of the compared OMol25 structures with the same formula, charge and spin, kcal/mol: 43.2
Net charge: +1
F_max, Eh/bohr: 0.0306
Expectation value of S²: 0.78
Multiplicity: 2
Electronic energy, eV: -11981.7513



[6]
Here is 2 unconnected molecules or ions with the total composition C4H13NO4P2 in a non-equilibrium geometry from the OMol25 dataset. Energies are from wB97M-V/def2-TZVPD.

Positions of all 24 atoms, in Å:
P -2.12023 0.35143 -0.96952
P -2.83644 -1.12471 2.85853
O -3.99136 -0.42837 2.05412
O -3.43091 -2.06868 3.92763
O -1.98977 -1.96144 1.83993
O -1.92563 -0.04696 3.50891
N -0.97871 -0.82403 -0.56942
C 1.01549 0.51229 -1.40162
C 3.41395 0.17209 -0.42443
C 0.35903 -0.28930 -0.26267
C 2.37687 1.15076 -1.02779
H 0.38380 1.34097 -1.77147
H 2.19489 1.97760 -0.32467
H 2.98092 -0.67518 0.11308
H -1.35026 -1.20344 0.32600
H -1.76102 1.12651 -2.11956
H -2.48127 1.22744 0.08751
H 4.11910 -0.17777 -1.19222
H -3.28854 -0.34397 -1.33675
H 2.76594 1.60202 -1.95556
H 4.01919 0.72217 0.31498
H 0.39432 0.28097 0.68495
H 0.99646 -1.16666 -0.08353
H 1.13417 -0.15375 -2.27641

Results
Net charge: -2
F_max, Eh/bohr: 0.0606
Multiplicity: 1
Electronic energy, eV: -32613.4079



[7]
Here is 3 unconnected molecules or ions with the total composition C4H13NO5 in a non-equilibrium geometry from the OMol25 dataset. Energies are from wB97M-V/def2-TZVPD.

Positions of all 23 atoms, in Å:
O -3.16663 1.84043 0.27602
O 1.27382 2.41254 1.09574
O -0.49752 -0.36705 -3.61390
O 1.79444 -2.20705 0.23027
O -1.39671 0.90758 -1.99719
N -0.23252 -0.89842 -1.46450
C 1.46401 -0.64683 2.12311
C 1.34446 -0.93203 0.47414
C -0.15987 -0.86335 0.01656
C -0.84710 -0.10843 -2.27502
H 2.09803 -0.28829 -0.01677
H -1.21427 0.01242 -4.16906
H -0.71691 -1.72784 0.51497
H 2.48723 -0.97527 2.31948
H -3.95055 1.66830 0.71932
H 0.68326 -1.18298 2.59478
H 1.01090 3.07817 1.68473
H -3.27693 2.06452 -0.68341
H 0.63505 2.47959 0.48529
H 1.37540 -3.01185 0.81255
H -0.43132 0.00145 0.42002
H 1.21275 0.38832 2.21796
H 0.51099 -1.64392 -1.76511

Results
Energy above the lowest of the compared OMol25 structures with the same formula, charge and spin, kcal/mol: 58.8
F_max, Eh/bohr: 0.1339
Multiplicity: 1
Electronic energy, eV: -16085.1110
Structure (SMILES): C[C@@H](O)CNC(=O)O.O.O



[8]
Here is 2 unconnected molecules or ions with the total composition C4H13NOS in a non-equilibrium geometry from the OMol25 dataset. Energies are from wB97M-V/def2-TZVPD.

Positions of all 20 atoms, in Å:
S -1.36402 2.11239 0.00041
O 2.01742 -2.37449 4.10763
N -0.60525 -1.04249 -1.16743
C 0.26734 1.25506 0.43932
C -0.23995 -2.42255 -1.59226
C 0.93676 0.93466 -0.92518
C 0.17260 -0.00291 -1.82603
H 0.80579 -2.33137 -1.90153
H 1.25651 -2.51397 4.63310
H -1.58228 -0.84981 -1.02835
H -0.89552 -2.81361 -2.36600
H -2.03620 2.36938 1.15117
H 0.05325 0.41260 1.07908
H -0.58213 0.64097 -2.34198
H 1.94631 -1.65127 3.46518
H 1.16074 1.85924 -1.51754
H 0.72852 -0.45568 -2.64605
H 1.80146 0.35910 -0.53566
H 0.96685 2.03366 0.85824
H -0.17047 -3.08536 -0.72571

Results
Energy above the lowest of the compared OMol25 structures with the same formula, charge and spin, kcal/mol: 36.7
F_max, Eh/bohr: 0.0627
Multiplicity: 1
Electronic energy, eV: -18730.4192
Structure (SMILES): CNCCCS.O



[9]
Here is 2 unconnected molecules or ions with the total composition C4H13NOS in a non-equilibrium geometry from the OMol25 dataset. Energies are from wB97M-V/def2-TZVPD.

Positions of all 20 atoms, in Å:
S 1.00763 1.07547 1.37925
O -0.76440 -1.01838 -2.49466
N -1.72397 0.85199 -1.25796
C 0.70419 -0.73425 1.01556
C -0.94058 0.44869 -2.40759
C 1.67869 -1.29008 0.03609
C -0.03859 1.33205 2.84337
H -0.36671 -0.76628 0.65510
H -1.16604 0.79768 -0.41727
H 0.08655 0.91842 -2.28135
H -1.09290 1.18402 2.50532
H 0.03194 2.32646 3.31572
H -2.56630 0.29100 -1.10292
H -1.41860 0.75798 -3.32145
H 0.79286 -1.26563 1.94291
H 1.39930 -2.31314 -0.32009
H -0.19460 -1.18665 -3.27206
H 0.24049 0.61188 3.60684
H 1.65660 -0.62214 -0.87603
H 2.67444 -1.39908 0.45122

Results
Energy above the lowest of the compared OMol25 structures with the same formula, charge and spin, kcal/mol: 26.3
Net charge: +1
F_max, Eh/bohr: 0.0424
Expectation value of S²: 0.75
Multiplicity: 2
Electronic energy, eV: -18722.5200



[10]
Here is a gas-phase ion, C4H13NP (charge +1) in a non-equilibrium geometry from the OMol25 dataset. Energies are from wB97M-V/def2-TZVPD.

Positions of all 19 atoms, in Å:
P 0.34060 0.16808 -0.14553
N -0.97101 -0.62841 -0.70236
C -1.95941 -1.01502 0.32467
C 1.21123 -1.18205 0.67612
C 0.00987 1.58868 1.01576
C 1.31344 0.80579 -1.60526
H 1.59097 -1.70850 -0.14261
H 2.36050 0.78900 -1.65819
H 0.48685 -1.74045 1.21726
H -1.48353 -0.47147 -1.55241
H 0.91558 1.73809 -1.94027
H -1.02457 1.56581 1.04113
H -2.85277 -0.42177 0.46652
H 0.32453 2.63722 0.75686
H -1.43091 -0.94748 1.29947
H 2.08334 -0.83194 1.20898
H -2.30360 -1.98838 0.08326
H 1.05136 0.15528 -2.39824
H 0.33749 1.48752 2.05486

Results
Energy above the lowest of the compared OMol25 structures with the same formula, charge and spin, kcal/mol: 5.9
Net charge: +1
F_max, Eh/bohr: 0.0540
Multiplicity: 1
Electronic energy, eV: -15131.3067
Structure (SMILES): C[NH+]=P(C)(C)C